{
  "formula": "C56H80KO5PSSb2Si2",
  "method": "ωB97M-V with the def2-TZVPD basis set",
  "symbols": ["K", "C", "Si", "C", "C", "C", "C", "C", "C", "C", "Si", "C", "C", "H", "H", "H", "H", "H", "H", "H", "H", "H", "H", "H", "H", "H", "H", "H", "H", "C", "C", "C", "Sb", "C", "C", "C", "C", "C", "C", "C", "C", "C", "C", "C", "C", "Sb", "C", "C", "C", "C", "C", "C", "C", "C", "C", "C", "C", "C", "H", "H", "H", "H", "H", "H", "H", "H", "H", "H", "H", "H", "H", "H", "H", "H", "H", "H", "H", "H", "H", "H", "H", "H", "H", "H", "O", "P", "C", "C", "C", "C", "C", "C", "C", "C", "C", "C", "C", "C", "C", "C", "C", "C", "C", "C", "H", "H", "H", "H", "H", "H", "H", "H", "H", "H", "H", "H", "H", "H", "H", "H", "H", "H", "H", "H", "H", "H", "H", "H", "H", "H", "H", "H", "H", "H", "H", "H", "H", "O", "H", "H", "C", "S", "O", "O", "O", "H", "H", "H"],
  "coordinates": [[1.098, -0.566, -0.279], [3.645, 4.102, 3.620], [3.751, 2.741, 2.233], [5.600, 2.192, 2.300], [3.834, 3.956, 0.683], [4.789, 4.978, 0.798], [4.922, 5.995, -0.137], [4.077, 6.014, -1.240], [3.138, 5.004, -1.388], [3.001, 3.960, -0.462], [1.728, 2.543, -0.753], [2.852, 1.488, -1.971], [0.517, 3.273, -2.094], [4.634, 4.478, 3.912], [3.149, 3.740, 4.524], [3.071, 4.954, 3.241], [6.308, 3.028, 2.326], [5.822, 1.596, 1.408], [5.806, 1.549, 3.164], [5.444, 4.997, 1.665], [5.671, 6.769, 0.002], [4.153, 6.805, -1.982], [2.493, 5.025, -2.262], [2.970, 2.000, -2.936], [2.543, 0.458, -2.187], [3.852, 1.413, -1.525], [1.003, 3.529, -3.047], [-0.005, 4.165, -1.727], [-0.253, 2.518, -2.303], [0.955, 0.718, 2.912], [0.659, 2.208, 2.936], [-0.834, 2.526, 2.853], [-1.774, 1.763, 1.056], [-3.535, 3.015, 1.255], [-4.799, 2.488, 0.986], [-5.934, 3.288, 0.995], [-5.826, 4.646, 1.270], [-4.576, 5.189, 1.530], [-3.445, 4.381, 1.520], [-2.692, 0.064, 2.033], [-3.531, 0.158, 3.144], [-4.027, -0.983, 3.760], [-3.678, -2.242, 3.282], [-2.840, -2.352, 2.183], [-2.362, -1.204, 1.560], [3.047, 0.152, 3.129], [2.218, -1.845, 4.067], [3.090, -2.921, 3.886], [2.765, -4.225, 4.243], [1.524, -4.505, 4.798], [0.625, -3.464, 4.989], [0.975, -2.164, 4.628], [3.232, 1.008, 5.114], [2.201, 0.930, 6.050], [2.348, 1.442, 7.333], [3.543, 2.040, 7.713], [4.583, 2.121, 6.797], [4.423, 1.611, 5.514], [0.597, 0.287, 1.975], [0.406, 0.209, 3.705], [1.169, 2.675, 2.091], [1.074, 2.652, 3.848], [-0.991, 3.608, 2.850], [-1.395, 2.112, 3.696], [-4.903, 1.427, 0.777], [-6.904, 2.851, 0.789], [-6.708, 5.274, 1.278], [-4.478, 6.248, 1.741], [-2.479, 4.832, 1.719], [-3.801, 1.134, 3.535], [-4.675, -0.892, 4.625], [-4.050, -3.132, 3.775], [-2.529, -3.323, 1.817], [-1.706, -1.311, 0.703], [4.055, -2.738, 3.415], [3.473, -5.028, 4.065], [1.254, -5.521, 5.062], [-0.356, -3.661, 5.411], [0.226, -1.392, 4.789], [1.264, 0.458, 5.779], [1.527, 1.372, 8.038], [3.661, 2.442, 8.713], [5.519, 2.593, 7.074], [5.241, 1.704, 4.807], [-0.830, -0.668, -1.688], [-1.423, -1.516, -2.771], [-0.304, -2.947, -2.989], [-0.246, -3.756, -4.287], [-1.234, -4.917, -4.347], [-1.095, -5.817, -3.119], [-1.252, -5.024, -1.824], [-0.267, -3.861, -1.751], [-3.104, -1.958, -2.168], [-4.084, -2.847, -2.950], [-4.998, -2.108, -3.925], [-5.687, -0.915, -3.270], [-4.653, 0.023, -2.658], [-3.807, -0.702, -1.616], [-1.391, -0.524, -4.300], [0.067, -0.085, -4.539], [0.135, 1.002, -5.615], [-0.854, 0.740, -6.769], [-1.239, -0.736, -6.832], [-2.033, -1.110, -5.577], [0.630, -2.371, -2.942], [0.768, -4.170, -4.338], [-0.353, -3.112, -5.162], [-1.061, -5.496, -5.259], [-2.261, -4.538, -4.415], [-0.100, -6.276, -3.132], [-1.823, -6.632, -3.161], [-1.093, -5.676, -0.962], [-2.280, -4.660, -1.747], [0.751, -4.256, -1.670], [-0.423, -3.287, -0.833], [-2.783, -2.532, -1.288], [-4.718, -3.340, -2.203], [-3.559, -3.649, -3.471], [-5.740, -2.811, -4.315], [-4.423, -1.757, -4.785], [-6.359, -1.271, -2.479], [-6.307, -0.388, -4.000], [-5.136, 0.885, -2.193], [-4.013, 0.420, -3.454], [-4.460, -1.020, -0.795], [-3.065, -0.031, -1.181], [-1.932, 0.381, -3.999], [0.669, -0.946, -4.837], [0.500, 0.290, -3.611], [1.157, 1.049, -5.997], [-0.067, 1.972, -5.156], [-0.433, 1.075, -7.719], [-1.770, 1.322, -6.616], [-0.335, -1.348, -6.910], [-1.839, -0.949, -7.721], [-2.150, -2.196, -5.513], [-3.040, -0.698, -5.684], [0.261, -2.969, 1.405], [0.273, -2.925, 2.371], [1.208, -2.903, 1.174], [5.008, -2.077, -0.734], [3.335, -2.655, -0.676], [3.374, -4.105, -0.715], [2.663, -2.050, -1.833], [2.802, -2.111, 0.585], [5.474, -2.465, -1.638], [5.522, -2.437, 0.154], [4.989, -0.989, -0.747]],
  "total_charge": -2,
  "molar_mass_da": 1235.08,
  "homo_lumo_gap_ev": 3.8,
  "total_energy_ev": -134890.2272,
  "relative_energy_ev": 0.8449,
  "max_force_ha_per_bohr": 0.0157,
  "spin_multiplicity": 1
}



{
  "formula": "C2HFIN",
  "method": "ωB97M-V with the def2-TZVPD basis set",
  "symbols": ["N", "C", "C", "F", "I", "H"],
  "coordinates": [[2.107, 0.027, 0.529], [1.043, 0.065, 0.105], [-0.269, 0.072, -0.435], [-0.769, 1.244, -0.782], [-1.572, -0.684, 1.707], [-0.541, -0.724, -1.124]],
  "total_charge": 0,
  "molar_mass_da": 184.94,
  "homo_lumo_gap_ev": 7.9,
  "total_energy_ev": -14396.4731,
  "smiles": "N#C[C@H](F)I",
  "relative_energy_ev": 0.6230,
  "max_force_ha_per_bohr": 0.0547,
  "spin_multiplicity": 1
}



{
  "formula": "C5H10O2",
  "method": "ωB97M-V with the def2-TZVPD basis set",
  "symbols": ["C", "O", "C", "C", "C", "C", "O", "H", "H", "H", "H", "H", "H", "H", "H", "H", "H"],
  "coordinates": [[-2.110, -0.806, -1.349], [-0.919, -0.939, -0.609], [-0.257, 0.272, -0.418], [-0.739, 1.253, 0.654], [0.453, 0.418, 0.845], [1.281, -0.196, 1.671], [2.062, -1.256, 1.332], [-1.919, -0.423, -2.362], [-2.818, -0.133, -0.845], [-2.550, -1.804, -1.421], [0.147, 0.715, -1.336], [-0.634, 2.317, 0.443], [-1.634, 0.985, 1.215], [1.436, 0.102, 2.703], [1.797, -1.544, 0.446], [3.178, 0.705, -0.807], [3.226, 0.337, -0.162]],
  "total_charge": 0,
  "molar_mass_da": 102.13,
  "homo_lumo_gap_ev": 9.9,
  "total_energy_ev": -9438.6427,
  "smiles": "CO[C@H]1C/C1=C/O.[H][H]",
  "relative_energy_ev": 4.4003,
  "max_force_ha_per_bohr": 0.0066,
  "spin_multiplicity": 1
}



{
  "formula": "C3H3NO2S2",
  "method": "ωB97M-V with the def2-TZVPD basis set",
  "symbols": ["O", "C", "S", "N", "C", "O", "C", "S", "H", "H", "H"],
  "coordinates": [[-2.394, -0.014, 0.936], [-1.967, 1.060, 0.654], [-0.179, 1.588, 0.543], [0.704, 0.272, 0.871], [1.281, -0.657, -0.001], [2.181, -1.372, 0.396], [0.813, -0.890, -1.385], [-0.587, -0.766, -2.186], [-2.643, 1.927, 0.366], [1.166, 0.288, 1.838], [1.624, -1.437, -2.032]],
  "total_charge": 0,
  "molar_mass_da": 149.20,
  "homo_lumo_gap_ev": 7.8,
  "total_energy_ev": -30413.3677,
  "smiles": "O=CSNC(=O)C=S",
  "relative_energy_ev": 1.5084,
  "max_force_ha_per_bohr": 0.0677,
  "spin_multiplicity": 1
}



{
  "formula": "C5H12NO",
  "method": "ωB97M-V with the def2-TZVPD basis set",
  "symbols": ["C", "C", "C", "C", "C", "N", "O", "H", "H", "H", "H", "H", "H", "H", "H", "H", "H", "H", "H"],
  "coordinates": [[-2.765, 0.379, -1.574], [0.227, 0.969, 0.220], [0.850, 1.412, -1.061], [1.314, -1.396, 0.058], [0.344, -0.323, 2.248], [0.417, -0.387, 0.735], [-1.818, 0.031, -0.887], [-2.877, 1.247, -2.285], [-3.687, -0.069, -1.388], [0.083, 1.886, -1.484], [1.388, 0.679, -1.834], [1.698, 1.950, -0.721], [1.939, -0.913, -0.696], [1.950, -1.918, 0.862], [0.699, -2.128, -0.373], [0.231, -1.258, 2.587], [1.291, 0.145, 2.658], [-0.720, 0.121, 2.528], [-0.563, -0.425, 0.405]],
  "total_charge": 1,
  "molar_mass_da": 102.16,
  "homo_lumo_gap_ev": 9.1,
  "total_energy_ev": -8904.4809,
  "relative_energy_ev": 6.1483,
  "max_force_ha_per_bohr": 0.1215,
  "spin_multiplicity": 1
}